# 1
C4H8N2S | ωB97M-V with the def2-TZVPD basis set

The geometry in ORCA input format:
```
! RIJCOSX wB97M-V def2-TZVPD def2/J DEFGRID3
* xyz 0 1
C 0.850 2.115 0.612
C -0.201 -0.584 -0.338
C -0.485 -1.509 -1.578
C -1.525 -0.622 -1.104
H 1.653 0.056 1.473
H 1.378 0.366 3.105
H 0.413 3.052 0.395
H -0.214 -1.273 0.504
H 0.066 -1.333 -2.569
H -0.523 -2.518 -1.455
H -1.695 0.182 -1.840
H -2.465 -1.004 -0.666
N 0.994 0.508 2.204
N 0.703 1.822 1.854
S 1.052 0.744 -0.598
*
```

Computed properties:
- HOMO: -8.87 eV
- Gap between HOMO and LUMO: 9.668 eV
- Lowest unoccupied orbital energy: 0.8000 eV

***

# 2
C4H5NO2 | ωB97M-V with the def2-TZVPD basis set

The geometry in ORCA input format:
```
! RIJCOSX wB97M-V def2-TZVPD def2/J DEFGRID3
* xyz 0 1
C 1.944 0.334 -0.241
C -1.530 -0.191 0.082
C 0.571 -0.100 0.088
C -0.546 0.668 0.508
O 0.334 -1.419 0.134
O -2.856 -0.073 0.101
N -1.009 -1.316 -0.491
H -3.214 -0.941 -0.149
H -0.592 1.673 0.893
H 2.544 -0.492 -0.627
H 1.922 1.152 -0.965
H 2.431 0.706 0.668
*
```

Computed properties:
- HOMO: -8.43 eV
- Gap between HOMO and LUMO: 8.930 eV
- Lowest unoccupied orbital energy: 0.4971 eV

***

# 3
C60H132N12O18 | ωB97M-V with the def2-TZVPD basis set

The geometry in ORCA input format:
```
! RIJCOSX wB97M-V def2-TZVPD def2/J DEFGRID3
* xyz 0 1
C 4.093 -2.962 7.613
C 3.628 -1.881 6.675
C 2.109 -2.003 6.427
N 1.503 -1.072 5.329
C 2.407 -0.954 4.121
C 1.154 0.218 5.932
C -0.185 0.653 5.214
C -0.488 -0.411 4.202
C 0.190 -1.571 4.832
H 3.916 -3.975 7.245
H 3.612 -2.839 8.598
H 5.139 -2.818 7.803
H 4.118 -2.030 5.716
H 3.801 -0.871 7.094
H 1.532 -1.856 7.358
H 1.863 -3.026 6.153
H 3.225 -0.227 4.220
H 1.741 -0.650 3.325
H 2.901 -1.897 3.974
H 1.927 0.935 5.721
H 0.943 0.111 6.991
H -0.054 1.601 4.728
H -0.920 0.731 6.023
H -0.026 -0.213 3.226
H -1.566 -0.604 4.071
H 0.376 -2.434 4.174
H -0.362 -1.945 5.696
C -1.051 -0.194 0.570
C 0.115 -1.194 0.293
C 1.174 -0.424 -0.568
N 2.244 -1.287 -1.139
C 1.584 -2.231 -2.075
C 3.079 -2.032 -0.033
C 4.002 -0.904 0.524
C 4.296 0.028 -0.672
C 3.344 -0.338 -1.795
H -1.580 0.098 -0.338
H -0.698 0.748 0.996
H -1.739 -0.524 1.327
H -0.276 -2.010 -0.320
H 0.631 -1.513 1.219
H 1.606 0.462 -0.096
H 0.703 0.042 -1.414
H 2.267 -2.608 -2.839
H 0.675 -1.740 -2.456
H 1.304 -3.105 -1.485
H 3.703 -2.766 -0.542
H 2.455 -2.627 0.601
H 4.897 -1.365 0.874
H 3.568 -0.419 1.397
H 5.283 -0.182 -1.044
H 4.156 1.067 -0.386
H 3.720 -0.968 -2.580
H 2.801 0.510 -2.184
C -0.525 -8.104 -1.905
C 0.428 -7.140 -1.248
C -0.048 -6.598 0.152
C -1.370 -5.971 -0.077
N -2.015 -5.372 1.148
C -3.349 -4.846 0.731
C -3.428 -3.401 1.048
C -2.390 -3.188 2.078
C -1.272 -4.086 1.552
C -1.935 -6.376 2.350
C -2.636 -7.717 2.102
C -2.411 -8.613 3.296
H -0.846 -8.885 -1.193
H -0.026 -8.679 -2.696
H -1.425 -7.690 -2.365
H 0.646 -6.349 -2.003
H 1.339 -7.723 -1.078
H 0.666 -5.915 0.563
H -0.169 -7.431 0.836
H -2.088 -6.746 -0.309
H -1.336 -5.198 -0.826
H -4.102 -5.426 1.294
H -3.525 -4.899 -0.356
H -4.425 -3.051 1.289
H -2.969 -2.893 0.170
H -2.570 -3.534 3.113
H -2.085 -2.149 2.283
H -0.413 -4.242 2.224
H -0.824 -3.700 0.630
H -2.455 -5.819 3.133
H -0.898 -6.469 2.695
H -2.101 -8.164 1.248
H -3.693 -7.604 1.860
H -2.860 -8.442 4.271
H -1.380 -8.555 3.620
H -2.758 -9.625 3.020
C 5.508 3.217 -2.331
C 5.521 4.741 -1.909
C 4.175 5.397 -1.794
C 3.208 4.689 -0.924
N 1.721 5.216 -0.999
C 1.024 4.407 0.096
C 0.536 3.214 -0.660
C 0.029 3.792 -1.926
C 1.026 4.882 -2.278
C 1.580 6.715 -0.748
C 2.185 7.298 0.512
C 2.043 8.808 0.443
H 6.515 2.859 -2.433
H 4.916 3.037 -3.199
H 4.956 2.670 -1.575
H 5.964 5.326 -2.705
H 5.967 4.920 -0.937
H 3.751 5.380 -2.797
H 4.328 6.444 -1.487
H 3.492 4.700 0.116
H 3.039 3.652 -1.297
H 0.141 4.958 0.441
H 1.713 4.109 0.906
H -0.223 2.643 -0.144
H 1.341 2.484 -0.777
H -0.951 4.285 -1.857
H -0.037 3.085 -2.724
H 0.410 5.730 -2.598
H 1.748 4.657 -3.056
H 0.517 6.930 -0.873
H 2.080 7.123 -1.602
H 3.220 6.955 0.626
H 1.614 6.935 1.381
H 2.961 9.225 0.067
H 1.908 9.225 1.425
H 1.363 9.164 -0.336
C 0.465 -4.909 -5.590
C 1.053 -3.569 -6.068
C 0.060 -2.408 -5.928
C 0.477 -1.139 -6.768
N -0.532 0.013 -6.819
C 0.004 1.317 -7.367
C -0.498 2.421 -6.378
C -1.359 1.764 -5.278
C -0.898 0.292 -5.375
C -1.877 -0.200 -7.548
C -1.716 -1.065 -8.750
C -3.025 -1.123 -9.538
H -0.371 -5.196 -6.231
H 0.016 -4.943 -4.596
H 1.272 -5.658 -5.533
H 1.365 -3.695 -7.126
H 1.915 -3.267 -5.517
H -0.206 -2.069 -4.915
H -0.955 -2.636 -6.307
H 0.678 -1.418 -7.801
H 1.367 -0.646 -6.388
H -0.318 1.503 -8.389
H 1.080 1.233 -7.455
H -1.101 3.142 -6.966
H 0.431 2.873 -6.039
H -2.417 1.920 -5.556
H -1.135 2.192 -4.303
H -1.616 -0.434 -4.967
H 0.017 0.207 -4.808
H -2.234 0.797 -7.780
H -2.610 -0.599 -6.852
H -1.394 -2.050 -8.473
H -0.899 -0.678 -9.349
H -2.911 -1.449 -10.564
H -3.502 -0.129 -9.561
H -3.746 -1.751 -9.011
C 0.328 5.275 3.959
C -0.652 4.367 4.741
C -1.829 3.703 4.100
C -2.791 4.693 3.439
N -3.789 4.044 2.567
C -3.101 3.185 1.446
C -3.926 3.605 0.208
C -5.128 4.335 0.594
C -4.623 5.091 1.806
C -4.775 3.188 3.441
C -5.156 3.788 4.762
C -6.243 2.960 5.422
H -0.247 6.122 3.565
H 0.630 4.647 3.155
H 1.162 5.507 4.620
H -1.093 4.945 5.523
H 0.017 3.654 5.174
H -2.333 3.067 4.831
H -1.457 3.085 3.287
H -2.143 5.288 2.784
H -3.227 5.355 4.180
H -3.310 2.145 1.707
H -2.011 3.371 1.364
H -4.171 2.731 -0.394
H -3.214 4.165 -0.398
H -5.984 3.747 0.882
H -5.534 5.036 -0.136
H -5.427 5.457 2.426
H -3.918 5.859 1.523
H -4.310 2.218 3.578
H -5.624 3.031 2.789
H -5.409 4.841 4.703
H -4.293 3.769 5.429
H -7.163 2.959 4.873
H -6.402 3.323 6.440
H -6.010 1.896 5.445
N 1.745 -4.607 3.414
O 2.690 -4.751 4.194
O 0.827 -5.430 3.508
O 1.627 -3.694 2.630
N -1.861 -2.119 -2.805
O -2.257 -2.350 -3.946
O -1.260 -1.077 -2.580
O -2.039 -2.900 -1.841
N 2.546 1.890 -4.366
O 2.007 2.540 -3.424
O 3.730 1.961 -4.520
O 1.886 1.073 -5.105
N -4.211 -0.150 2.669
O -4.783 0.497 1.726
O -3.442 0.467 3.439
O -4.386 -1.333 2.713
N 5.266 -3.431 -2.095
O 5.706 -2.697 -1.200
O 5.813 -4.476 -2.381
O 4.261 -3.055 -2.723
N 1.869 2.435 2.947
O 0.794 2.255 2.432
O 2.631 3.251 2.460
O 2.230 1.806 3.922
*
```

Computed properties:
- HOMO: -7.04 eV
- Gap between HOMO and LUMO: 6.677 eV
- Lowest unoccupied orbital energy: -0.3648 eV

***

# 4
C24H53N2O38S9 | ωB97M-V with the def2-TZVPD basis set

The geometry in ORCA input format:
```
! RIJCOSX wB97M-V def2-TZVPD def2/J DEFGRID3
* xyz 1 1
C 4.047 -3.526 -7.572
C 5.518 -3.461 -8.072
O 6.303 -2.402 -7.540
C 6.397 -2.401 -6.133
C 6.833 -3.738 -5.501
O 5.639 -4.424 -5.021
N 5.864 -5.118 -3.853
C 5.044 -6.375 -3.887
C 5.486 -4.339 -2.593
N 5.349 -2.923 -2.845
H 3.834 -4.562 -7.264
H 3.813 -2.846 -6.744
H 3.327 -3.304 -8.373
H 5.477 -3.282 -9.157
H 5.999 -4.453 -7.973
H 7.157 -1.647 -5.875
H 5.471 -2.079 -5.628
H 7.460 -4.371 -6.145
H 7.426 -3.495 -4.602
H 6.833 -5.447 -3.754
H 5.044 -6.812 -2.879
H 5.420 -7.069 -4.644
H 4.015 -6.052 -4.099
H 4.526 -4.731 -2.226
H 6.249 -4.494 -1.820
H 5.748 -2.414 -2.064
H 4.356 -2.730 -2.931
C 0.011 -0.361 -2.842
C -0.309 -1.150 -4.092
O 0.975 -1.587 -4.579
S 1.943 -1.831 -3.334
O 1.951 -3.225 -3.026
O 3.152 -1.114 -3.558
O 1.088 -1.080 -2.226
H 0.365 0.644 -3.081
H -0.837 -0.292 -2.165
H -0.822 -0.554 -4.842
H -0.902 -2.032 -3.865
C 1.999 -1.441 2.176
C 1.071 -2.431 2.845
O 0.225 -2.908 1.778
S 1.057 -2.928 0.409
O 1.543 -4.249 0.188
O 0.334 -2.225 -0.585
O 2.288 -2.022 0.893
H 1.509 -0.479 2.012
H 2.915 -1.288 2.740
H 0.480 -1.980 3.631
H 1.620 -3.277 3.244
C 1.263 -4.214 8.372
C 0.079 -4.948 7.780
O -0.235 -4.217 6.585
S 1.112 -3.616 5.963
O 1.561 -4.491 4.938
O 0.927 -2.224 5.753
O 2.053 -3.823 7.239
H 0.950 -3.310 8.898
H 1.846 -4.839 9.044
H -0.776 -4.973 8.450
H 0.345 -5.968 7.494
C -4.977 -3.230 -0.986
C -3.808 -2.980 -0.058
O -2.820 -2.354 -0.888
S -3.546 -1.468 -2.004
O -3.569 -0.113 -1.566
O -3.028 -1.831 -3.274
O -5.017 -2.076 -1.840
H -4.811 -4.110 -1.610
H -5.917 -3.339 -0.451
H -3.418 -3.894 0.380
H -4.074 -2.282 0.739
C 2.615 -7.015 0.891
C 1.598 -8.130 0.792
O 2.379 -9.331 0.770
S 3.704 -9.121 1.657
O 3.482 -9.666 2.945
O 4.828 -9.475 0.867
O 3.630 -7.520 1.767
H 3.073 -6.808 -0.080
H 2.189 -6.101 1.289
H 0.984 -8.057 -0.102
H 0.953 -8.160 1.673
C -4.803 3.554 -0.924
C -3.583 2.704 -0.651
O -2.476 3.573 -0.922
S -2.876 5.081 -0.547
O -2.369 5.363 0.750
O -2.604 5.913 -1.664
O -4.470 4.856 -0.438
H -4.997 3.626 -1.998
H -5.693 3.182 -0.419
H -3.533 1.818 -1.282
H -3.534 2.403 0.399
C -1.127 8.958 0.050
C -0.419 7.816 0.736
O 0.975 8.160 0.674
S 1.126 9.758 0.745
O 1.422 10.127 2.084
O 1.928 10.178 -0.347
O -0.405 10.133 0.448
H -1.063 8.869 -1.037
H -2.169 9.031 0.345
H -0.603 6.862 0.255
H -0.704 7.749 1.789
C -8.006 5.464 2.236
C -7.775 4.631 3.480
O -6.383 4.297 3.436
S -5.566 5.502 2.743
O -5.020 6.325 3.762
O -4.777 4.965 1.692
O -6.828 6.266 2.108
H -8.091 4.836 1.346
H -8.887 6.095 2.318
H -8.384 3.731 3.499
H -7.957 5.212 4.387
C -3.610 10.330 5.333
C -4.813 9.618 4.750
O -5.066 10.296 3.512
S -3.676 10.806 2.890
O -3.238 9.862 1.923
O -3.795 12.186 2.597
O -2.777 10.623 4.207
H -3.894 11.274 5.803
H -3.074 9.715 6.052
H -5.683 9.668 5.399
H -4.587 8.574 4.525
*
```

Computed properties:
- HOMO: -11.26 eV
- Gap between HOMO and LUMO: 8.849 eV
- Lowest unoccupied orbital energy: -2.4152 eV

***

# 5
C2H4Cl2O2Si | ωB97M-V with the def2-TZVPD basis set

The geometry in ORCA input format:
```
! RIJCOSX wB97M-V def2-TZVPD def2/J DEFGRID3
* xyz 0 1
C -0.627 0.118 -0.027
C -2.058 -0.181 -0.529
O -0.223 1.020 0.752
O 0.231 -0.727 -0.372
Si 2.000 0.078 0.475
Cl 2.513 1.610 -0.604
Cl 2.838 -1.660 0.074
H -2.557 0.728 -0.566
H -2.421 -0.702 0.269
H -1.823 -0.745 -1.427
H 2.128 0.460 1.955
*
```

Computed properties:
- HOMO: -10.40 eV
- Gap between HOMO and LUMO: 11.079 eV
- Lowest unoccupied orbital energy: 0.6755 eV

***

# 6
C5H12N2 | ωB97M-V with the def2-TZVPD basis set

The geometry in ORCA input format:
```
! RIJCOSX wB97M-V def2-TZVPD def2/J DEFGRID3
* xyz 0 1
C -2.020 -0.559 -0.593
C -0.668 0.230 -0.066
C 1.592 1.056 -0.237
C 2.591 -0.087 0.055
C 1.301 -1.043 0.091
H -3.074 1.606 0.610
H -3.186 -0.494 1.309
H -2.331 -0.411 -1.794
H -1.957 -1.723 -0.438
H -0.920 1.250 -0.273
H -0.615 0.385 0.985
H 1.021 1.728 0.653
H 1.818 1.871 -1.131
H 3.130 -0.163 1.025
H 3.224 -0.172 -0.880
H 1.544 -2.364 -0.138
H 1.084 -1.176 1.284
N -3.218 0.200 0.117
N 0.685 -0.136 -0.579
*
```

Computed properties:
- HOMO: -8.83 eV
- Gap between HOMO and LUMO: 9.192 eV
- Lowest unoccupied orbital energy: 0.3634 eV

***

# 7
C10H21N3O2 | ωB97M-V with the def2-TZVPD basis set

The geometry in ORCA input format:
```
! RIJCOSX wB97M-V def2-TZVPD def2/J DEFGRID3
* xyz 2 1
C 1.570 0.404 -0.251
C -2.576 1.720 0.207
C -1.823 -1.294 1.988
C -1.400 -1.490 -2.217
C 4.876 0.615 1.102
C -1.208 1.282 0.513
C -1.902 -1.192 0.489
C -1.135 -0.151 -1.562
C 3.740 1.221 0.318
C 0.473 -0.421 0.376
N 2.338 -2.689 -0.686
N 1.376 -2.167 -0.514
N -0.869 -0.244 -0.089
O 1.490 0.865 -1.352
O 2.630 0.350 0.506
H -3.012 1.512 -0.726
H -3.162 1.388 1.061
H -2.554 2.823 0.338
H -2.713 -1.285 2.501
H -1.649 -2.350 2.274
H -1.108 -0.649 2.422
H -0.992 -2.341 -1.618
H -2.427 -1.621 -2.371
H -0.993 -1.393 -3.272
H 4.935 -0.527 0.938
H 5.641 1.233 0.865
H 4.730 0.866 2.191
H -1.153 1.195 1.557
H -0.403 1.778 0.025
H -2.917 -0.872 0.239
H -1.724 -2.103 0.025
H -1.900 0.633 -1.700
H -0.317 0.411 -1.979
H 4.106 1.270 -0.709
H 3.592 2.249 0.835
H 0.514 -1.131 1.225
*
```

Computed properties:
- HOMO: -17.92 eV
- Gap between HOMO and LUMO: 6.541 eV
- Lowest unoccupied orbital energy: -11.3833 eV

***

# 8
C4H8O4PS | ωB97M-V with the def2-TZVPD basis set

The geometry in ORCA input format:
```
! RIJCOSX wB97M-V def2-TZVPD def2/J DEFGRID3
* xyz -1 1
C 1.853 0.832 -0.616
C 0.109 -0.773 1.409
C 0.820 -0.310 -1.010
C -0.244 -0.492 -0.030
O -1.688 1.711 1.373
O -2.402 -2.336 0.415
O -1.008 2.063 -0.973
O -2.679 0.272 -0.322
P -1.944 -1.389 -0.643
S -1.413 1.114 0.059
H 1.346 1.692 -0.298
H 2.572 0.514 0.097
H 2.342 1.147 -1.477
H 1.143 -1.239 1.418
H -0.060 0.091 2.041
H -0.551 -1.549 1.715
H 0.357 -0.093 -1.978
H 1.446 -1.252 -1.181
*
```

Computed properties:
- HOMO: -4.01 eV
- Gap between HOMO and LUMO: 7.695 eV
- Lowest unoccupied orbital energy: 3.6821 eV

***

Calculated total energy (a.u.), listed in the same order as above: -664.7942, -360.5323, -4375.8260, -7498.0246, -1439.0666, -306.8795, -707.5682, -1197.7960